1.
Entry from the OMol25 dataset: C22H62InN4Na2O11S as an isolated structure at a distorted geometry (ωB97M-V/def2-TZVPD).

Frontier orbital gap = 1.83 eV
Charge = +3
ΔE to the lowest compared entry with this formula, charge and spin = 52.4 kcal per mole

Each line ends with the Löwdin charge.
Atoms and positions in Å:
In -14.65452 0.77685 -17.82530  1.200
Na -12.14793 0.74250 -21.18449  0.700
Na -15.53450 1.84690 -22.04024  0.601
S -13.49435 3.15187 -20.12805  0.242
O -14.80854 3.07008 -19.48290  -0.453
O -13.50308 2.75488 -21.53281  -0.387
O -12.87099 4.44414 -19.96515  -0.284
O -12.74453 2.06581 -19.40672  -0.510
C -19.22611 4.30998 -22.10962  -0.034
C -18.51994 3.82676 -20.86081  -0.420
C -19.06000 2.50080 -20.33188  -0.198
O -20.36917 2.76199 -19.86255  -0.143
C -21.13101 1.60567 -19.61057  -0.081
N -17.06395 3.70017 -21.02766  0.062
H -19.15286 3.57618 -22.92331  0.090
H -18.93381 5.28217 -22.50190  0.088
H -20.30690 4.31352 -21.95715  0.094
H -18.84777 4.54798 -20.09943  0.152
H -18.46036 2.24902 -19.44218  0.114
H -18.90758 1.66562 -21.02434  0.134
H -20.70366 0.96359 -18.83397  0.089
H -21.39817 1.05898 -20.51890  0.105
H -22.10291 1.89556 -19.20470  0.103
H -16.83326 4.65674 -21.34103  0.083
H -16.52610 3.84437 -20.16920  0.038
C -14.43747 4.88059 -25.78304  -0.016
C -13.73380 4.38839 -24.50335  -0.373
C -12.53953 5.32495 -24.09185  -0.162
O -11.53930 5.35331 -25.03907  -0.079
C -10.44537 4.48018 -24.82394  -0.029
N -14.75039 4.26734 -23.47995  0.129
H -15.02499 4.03288 -26.12492  0.092
H -13.71636 5.11315 -26.57044  0.094
H -14.93901 5.83242 -25.60818  0.094
H -13.29165 3.41751 -24.75767  0.146
H -12.18896 5.11841 -23.07348  0.129
H -12.96339 6.33092 -23.99733  0.140
H -9.70532 4.67771 -25.59964  0.114
H -10.68342 3.43714 -25.07829  0.106
H -10.09184 4.62496 -23.80475  0.094
H -14.26127 3.97629 -22.63609  0.019
H -14.92116 5.24534 -23.20744  0.081
C -15.76676 5.60115 -16.01302  0.006
C -15.73127 4.04031 -16.11779  -0.311
C -17.05111 3.66693 -16.86523  -0.150
O -17.14915 2.26501 -17.10524  -0.295
C -18.24467 1.71018 -16.34458  -0.048
N -14.50027 3.74152 -16.82468  0.172
H -15.29128 6.10507 -16.85172  0.064
H -15.21765 5.90036 -15.11829  0.099
H -16.79349 5.93986 -15.86260  0.105
H -15.68850 3.62378 -15.11113  0.154
H -16.85170 4.04806 -17.87620  0.126
H -17.94040 4.12503 -16.44630  0.144
H -17.97481 1.67752 -15.28720  0.107
H -18.44070 0.68419 -16.65051  0.099
H -19.16861 2.27689 -16.45675  0.105
H -13.67623 4.24784 -16.49653  0.077
H -14.68525 4.00045 -17.79479  0.058
C -9.34936 0.56329 -17.03610  -0.031
C -10.71240 0.67906 -16.38260  -0.354
C -11.09840 2.11353 -15.94637  -0.170
O -11.78097 1.93136 -14.72369  -0.147
C -12.24409 3.13253 -14.13031  -0.059
N -11.78242 0.13126 -17.26743  0.033
H -9.42179 0.68740 -18.12384  0.062
H -8.79206 -0.36448 -16.91319  0.094
H -8.71688 1.38338 -16.69121  0.096
H -10.66536 0.05729 -15.48838  0.152
H -11.60947 2.63813 -16.76319  0.116
H -10.16835 2.65956 -15.74836  0.142
H -11.44178 3.84212 -13.90869  0.110
H -12.62911 2.81960 -13.16094  0.107
H -13.01975 3.61716 -14.73040  0.063
H -11.86799 -0.86722 -17.08620  0.092
H -11.38087 0.19061 -18.20004  0.051
C -15.08900 8.10458 -22.25754  -0.055
C -14.25250 7.53874 -21.13615  -0.266
O -14.76895 6.21074 -20.84432  -0.117
H -14.97388 7.42092 -23.10307  0.053
H -14.73584 9.07429 -22.61288  0.094
H -16.13272 8.28334 -22.00848  0.090
H -14.33668 8.07778 -20.18929  0.113
H -13.19781 7.40519 -21.38875  0.116
H -14.14307 5.73212 -20.26062  0.028
C -8.08837 2.86432 -20.69770  -0.061
C -9.45562 3.50983 -20.45995  -0.310
O -10.06160 2.93538 -19.30634  -0.092
H -8.25721 1.78651 -20.59632  0.070
H -7.36320 3.10712 -19.92384  0.086
H -7.68026 3.10465 -21.67708  0.080
H -10.11005 3.46414 -21.33947  0.097
H -9.21600 4.56564 -20.27467  0.119
H -11.00087 3.03360 -19.48399  0.005
C -13.48156 7.95249 -16.76519  -0.072
C -12.50677 7.10441 -17.55093  -0.213
O -12.89109 5.68983 -17.49908  -0.125
H -13.13129 8.97076 -16.58965  0.094
H -13.71424 7.48814 -15.80602  0.070
H -14.46479 8.15216 -17.20688  0.077
H -11.52285 7.12084 -17.07004  0.128
H -12.39908 7.32511 -18.61380  0.112
H -12.68640 5.41528 -18.41319  0.042

2.
Entry from the OMol25 dataset: a 9-piece molecular cluster, C22H62O8S8 overall at a distorted geometry (ωB97M-V/def2-TZVPD).

2S+1 = 2
Frontier orbital gap (spin up / spin down) = 7.48 / 2.89 eV
Charge = +1
⟨S²⟩ = 0.76

Each line ends with the Löwdin charge.
Atoms and positions in Å:
C 27.65551 -16.62376 -1.97985  -0.242
S 26.36227 -15.92889 -3.10419  0.843
O 25.21039 -16.94548 -3.24361  -0.599
C 25.74200 -14.65999 -1.97453  -0.259
H 27.22969 -16.89294 -1.01325  0.060
H 28.37963 -15.81857 -1.85565  0.047
H 28.13679 -17.48044 -2.45162  0.051
H 26.51808 -14.14688 -1.40661  0.060
H 25.12727 -15.20077 -1.25498  0.057
H 25.11151 -14.00851 -2.57964  0.014
C 19.90667 -10.37492 -4.12677  -0.236
S 19.71280 -8.59484 -4.65559  0.857
O 18.58259 -8.54879 -5.71427  -0.580
C 19.05258 -7.79100 -3.09799  -0.208
H 19.14246 -10.49819 -3.35938  0.020
H 20.77257 -10.64638 -3.52293  0.031
H 19.69722 -11.05392 -4.95333  0.018
H 18.20671 -8.39600 -2.77154  0.049
H 18.78448 -6.76336 -3.34330  0.053
H 19.83865 -7.73722 -2.34480  0.044
C 22.10223 -12.83800 -6.12176  -0.255
S 23.30546 -13.34619 -4.85967  0.883
O 22.82762 -12.69328 -3.54647  -0.607
C 22.63890 -15.08320 -4.62470  -0.215
H 22.24304 -11.81936 -6.48322  0.041
H 21.10880 -13.06139 -5.73281  0.019
H 22.35744 -13.58299 -6.87538  0.043
H 22.54345 -15.69464 -5.52199  0.013
H 21.71993 -15.19050 -4.04844  0.030
H 23.40090 -15.55475 -4.00413  0.008
C 23.04412 -18.13255 -6.76065  -0.229
S 21.40523 -17.73354 -7.57324  0.877
O 20.70533 -16.72430 -6.64656  -0.625
C 21.89498 -16.73832 -9.08430  -0.230
H 23.72783 -17.28562 -6.70281  0.051
H 23.44313 -18.99474 -7.29499  0.050
H 22.88631 -18.53239 -5.75899  0.036
H 21.02237 -16.64765 -9.73116  0.044
H 22.64130 -17.23236 -9.70641  0.051
H 22.22649 -15.73014 -8.83578  0.043
C 23.07379 -10.74678 -1.14234  -0.267
S 21.58734 -10.82357 -0.10859  0.852
O 20.64512 -9.74947 -0.55533  -0.574
C 20.77244 -12.40571 -0.65606  -0.239
H 22.86494 -10.83283 -2.20868  0.007
H 23.75495 -11.56387 -0.90467  0.053
H 23.64610 -9.82077 -1.08706  0.056
H 21.10751 -13.37688 -0.29185  0.043
H 20.81857 -12.54505 -1.73613  0.009
H 19.72743 -12.35269 -0.35069  0.041
C 21.83521 -18.94569 -2.83733  -0.242
S 21.20031 -18.49845 -1.13873  0.842
O 22.22125 -19.04428 -0.14908  -0.566
C 21.33229 -16.65759 -1.21566  -0.257
H 22.86899 -18.68029 -3.05859  0.041
H 21.17605 -18.49519 -3.57939  0.034
H 21.78385 -20.03299 -2.89430  0.047
H 22.38182 -16.41157 -1.37715  0.045
H 20.99351 -16.17907 -0.29678  0.047
H 20.71475 -16.30850 -2.04324  0.000
C 20.31163 -10.30168 -8.76231  -0.230
S 18.99359 -11.58334 -8.73364  0.853
O 19.32787 -12.49373 -7.56084  -0.617
C 17.48141 -10.71051 -8.15317  -0.219
H 20.08944 -9.57758 -9.54616  0.059
H 21.34578 -10.64322 -8.71778  0.057
H 20.13447 -9.79998 -7.81099  0.020
H 16.87816 -11.43697 -7.60871  0.046
H 16.91810 -10.27213 -8.97695  0.055
H 17.85282 -9.89162 -7.53707  0.016
C 17.18055 -13.09842 -3.12383  -0.144
S 18.64330 -13.77338 -4.06741  1.070
O 19.40347 -14.79264 -3.16377  -0.306
C 17.92453 -14.75099 -5.45543  -0.148
H 16.49165 -12.69486 -3.86589  0.070
H 17.46608 -12.33041 -2.40500  0.068
H 16.55586 -13.91473 -2.76120  0.078
H 18.72149 -15.03374 -6.14319  0.050
H 17.24872 -14.04653 -5.94033  0.065
H 17.48235 -15.69517 -5.13746  0.087
C 21.14125 -5.92602 -8.39235  -0.122
C 22.17632 -6.03464 -7.33433  -0.281
C 22.40326 -7.49686 -6.95786  -0.231
C 23.41141 -7.72260 -5.78171  -0.196
C 23.67384 -9.22794 -5.43975  -0.275
C 24.79857 -9.40073 -4.46880  -0.121
H 20.13648 -5.94874 -7.97042  0.079
H 21.26788 -6.66404 -9.18442  0.072
H 21.32056 -4.95583 -8.85569  0.074
H 23.12675 -5.64357 -7.69743  0.113
H 21.85858 -5.51207 -6.43207  0.116
H 22.79173 -8.12546 -7.75914  0.106
H 21.43166 -7.90938 -6.68597  0.054
H 24.35053 -7.20153 -5.96789  0.110
H 23.14987 -7.24709 -4.83642  0.103
H 22.83319 -9.81369 -5.06785  0.078
H 23.93030 -9.68222 -6.39680  0.098
H 24.99596 -10.44079 -4.20918  0.063
H 25.72203 -8.88331 -4.72878  0.080
H 24.50474 -8.93923 -3.52605  0.067

> Number 1 is which compound?

C22H62InN4Na2O11S

> Among the records above, which one has the lowest charge?

C22H62O8S8